[1]
19
Properties=species:S:1:pos:R:3:forces:R:3 method="wB97M-V/def2-TZVPD" total_energy_ha=-439.4393 gap_ev=9.53 smiles="NC(=O)CCCO.O"
N 0.2800 1.7010 -1.5765 1.02 0.83 -1.82
C -0.4299 1.5253 -0.4529 0.88 2.37 -0.85
O -0.9924 2.5583 -0.0549 -0.35 -2.02 1.08
C -0.2833 0.1723 0.1558 -0.21 -2.35 0.11
C -0.9539 0.0618 1.5416 -1.08 1.12 1.60
C -0.3290 -1.0868 2.3764 0.30 -0.85 -1.15
O 0.2901 -2.1218 1.5548 1.75 0.55 -0.34
H 0.8129 1.0607 -2.1550 -0.45 -0.39 0.69
H 0.2931 2.6572 -1.9334 -0.29 -0.51 0.36
H -0.6961 -0.6696 -0.5274 -0.34 1.67 0.90
H 0.7351 -0.3352 0.0856 -0.58 1.82 0.56
H -1.1486 1.0493 2.2528 1.48 -2.10 -2.12
H -2.0126 -0.1001 1.3182 0.06 -0.61 0.15
H 0.4121 -0.7675 3.0751 0.50 0.72 0.45
H -0.9972 -1.7128 2.9323 -1.03 0.35 0.42
H 1.2716 -1.9437 1.4539 -1.91 -0.22 0.28
O 1.2026 -0.2167 -3.3539 -1.17 -3.14 -0.56
H 0.6010 -1.0245 -3.4778 0.06 2.20 0.04
H 1.9446 -0.8072 -3.2149 1.35 0.58 0.21


[2]
33
Properties=species:S:1:pos:R:3:forces:R:3 method="wB97M-V/def2-TZVPD" total_energy_ha=-913.5226 gap_ev=10.17 smiles="C[C@@H](O)[C@H](NC(=O)[C@@H](N)CCC(=O)O)C(=O)O"
C -2.2784 -1.0863 1.5683 -1.40 -1.70 -2.14
C -1.9384 0.2926 1.1558 0.14 1.03 0.00
O -0.9202 0.7594 2.0484 0.16 0.20 -0.47
C -1.2716 0.3516 -0.1904 0.89 1.10 -1.31
N -0.7298 1.6690 -0.4361 1.20 1.00 -0.14
C 0.5393 2.1370 -0.5051 1.10 0.22 1.04
O 0.7340 3.3407 -0.6311 -0.11 -0.37 -0.24
C 1.7703 1.2146 -0.3433 -1.10 -0.04 0.21
N 1.9328 0.7218 1.0555 1.36 -0.34 -0.49
C 1.7032 0.1537 -1.4670 -0.39 -1.17 0.25
C 2.3059 -1.2256 -1.0525 -0.22 -1.30 -1.16
C 1.1760 -2.0007 -0.3205 0.53 0.37 -0.63
O 0.3468 -2.7046 -0.8479 0.10 -0.15 -1.19
O 1.0200 -1.7613 0.9364 -0.46 -0.78 1.82
C -2.1463 0.0663 -1.4128 -1.19 -0.84 -0.25
O -2.8608 0.8581 -1.9840 0.96 -0.75 0.84
O -2.0888 -1.2380 -1.7723 -0.08 0.67 -0.17
H -2.5165 -1.0903 2.6023 -0.14 -0.33 1.01
H -1.4053 -1.7013 1.3140 -0.23 -0.12 0.60
H -3.1652 -1.5534 1.0003 1.19 0.89 0.78
H -2.7602 1.0244 1.1826 -0.10 -0.34 -0.09
H -1.3262 0.6809 2.8985 -0.03 0.08 1.08
H -0.4194 -0.3536 -0.1909 -0.67 0.48 0.22
H -1.2510 2.5202 -0.5890 -1.33 -0.50 0.05
H 2.5897 1.8781 -0.5297 0.44 0.26 -0.33
H 2.8075 1.0412 1.4810 -0.03 -0.18 -0.73
H 1.2784 1.1382 1.6567 -1.65 0.45 0.74
H 2.1887 0.6156 -2.2984 0.70 -0.06 -0.67
H 0.6743 -0.0227 -1.8617 0.64 0.17 0.49
H 2.5471 -1.9646 -1.8908 -0.27 1.54 0.63
H 3.2449 -1.0757 -0.4900 -0.66 -0.24 0.12
H 1.5666 -1.0216 1.2227 0.67 1.19 0.26
H -1.3475 -1.6634 -1.3090 -0.04 -0.44 -0.10


[3]
18
Properties=species:S:1:pos:R:3:forces:R:3 method="wB97M-V/def2-TZVPD" total_energy_ha=-471.3054 gap_ev="7.07 / 9.77"
C 1.8324 0.6110 -1.3262 -0.27 -0.76 1.46
C 2.1439 0.3284 1.3403 -2.71 -2.01 0.72
C -2.3511 -0.9559 -0.3394 0.29 0.63 -2.79
C 1.8120 -0.1790 -0.0422 -0.17 -2.15 0.26
C -1.4867 0.0873 0.2415 0.06 1.26 1.16
O -3.6785 -0.4711 -0.6374 -0.59 0.19 2.87
F -1.7951 0.5160 1.5136 0.16 -0.76 -0.96
F -1.3354 1.1828 -0.4931 0.11 -0.10 -0.21
H 0.7373 0.6035 -1.5686 0.97 1.16 -0.39
H 2.3119 0.0105 -2.1142 0.12 0.45 0.11
H 2.3797 1.5624 -1.0857 -1.01 -0.57 -0.94
H 2.8337 1.0769 1.5345 1.23 1.96 -0.66
H 1.1385 0.6466 1.7636 1.07 0.02 -0.03
H 2.5044 -0.4302 2.0730 -0.47 -0.18 -0.80
H -2.3590 -1.7895 0.2898 -0.12 -1.37 1.09
H -1.8460 -1.2888 -1.3349 -1.08 0.68 1.60
H 1.2850 -1.2248 -0.1001 1.15 2.07 0.25
H -4.1271 -0.2860 0.2853 1.26 -0.51 -2.76


[4]
78
Properties=species:S:1:pos:R:3:forces:R:3 method="wB97M-V/def2-TZVPD" charge=-2 total_energy_ha=-8671.1791 spin_multiplicity=6 gap_ev="3.13 / 5.30"
Mn 0.3570 0.9087 0.3599 -3.30 -0.03 -0.65
C 2.5823 -1.7181 -0.0150 1.49 0.51 0.24
C 1.3182 -2.4660 -0.2235 2.46 -1.99 -1.23
C 1.5070 -3.6741 -0.9608 0.22 1.61 0.46
C 0.4153 -4.4148 -1.2448 -0.33 -1.42 -1.31
C -0.8019 -4.0220 -0.7315 -1.40 -0.93 0.20
C -1.9520 -4.8243 -0.8426 -1.17 0.06 0.33
Br -1.9977 -6.3893 -1.8257 0.46 -1.45 -0.84
C -3.2279 -4.4424 -0.4320 -0.26 0.74 -0.85
C -3.3427 -3.2320 0.1696 0.67 -0.06 1.00
Br -5.0561 -2.4485 0.2601 -0.45 0.42 -0.32
C -2.1714 -2.6214 0.7048 -0.09 -0.38 -0.27
O -2.2351 -1.9402 1.9238 -2.02 0.65 1.02
C -0.9072 -2.8778 0.0977 -0.63 0.56 0.30
N 0.1842 -2.0709 0.2642 -1.65 0.56 1.31
H 3.3841 -2.4751 -0.1096 -0.12 0.44 0.16
H 2.6963 -1.2300 0.9826 -0.18 -0.29 -1.00
H 2.7760 -0.9824 -0.8271 -0.30 -0.18 0.72
H 2.4559 -3.9759 -1.3711 0.35 0.27 0.17
H 0.4706 -5.3145 -1.8943 -0.04 0.67 0.69
H -4.1524 -4.9409 -0.7284 0.49 -0.13 -0.15
C -0.9810 -0.4223 -2.6858 1.07 0.45 0.31
C -1.6644 0.8266 -2.1800 -1.74 0.21 -1.10
C -2.7014 1.4485 -2.9492 2.35 -2.98 0.07
C -3.3899 2.5050 -2.4894 -0.51 2.11 1.23
C -3.0452 3.0376 -1.1730 -1.11 0.58 -0.74
C -3.5233 4.2818 -0.6750 0.07 -0.73 -0.69
C -3.2909 4.6622 0.6410 -0.63 -0.03 -0.63
C -2.6264 3.7857 1.4776 -0.23 0.81 0.85
C -2.0657 2.6168 0.9989 -0.26 0.20 -0.99
S -0.9833 1.7578 2.0044 0.47 -0.58 0.82
C -2.2225 2.2510 -0.3596 0.96 -0.24 -0.08
N -1.4502 1.2059 -0.8996 0.94 0.34 1.37
H -1.4076 -0.7432 -3.6334 0.01 0.07 -0.15
H -1.0996 -1.2455 -1.9705 0.02 0.15 -0.06
H 0.1338 -0.2621 -2.8142 -1.07 -0.15 0.12
H -2.9678 0.9361 -3.8746 0.10 0.31 -0.01
H -4.1281 2.9809 -3.1185 -0.17 0.24 0.13
H -4.0619 4.9117 -1.3873 0.03 -0.02 0.31
H -3.6972 5.6149 0.9649 0.15 -0.03 0.28
H -2.4568 4.0506 2.5321 -0.03 -0.13 -0.50
C 1.5258 -1.9276 4.8953 -0.43 0.66 0.82
C 1.6411 -0.8057 3.8916 0.14 0.88 0.10
C 2.3467 0.3892 4.0073 -0.19 0.85 -1.61
C 2.1811 1.1070 2.7428 -2.06 -3.63 0.39
N 1.3214 0.3452 1.9459 2.69 -0.39 3.30
N 0.9927 -0.7836 2.6988 0.47 0.53 -0.49
C 2.7432 2.3775 2.2650 0.72 0.85 -0.94
H 1.2541 -1.5163 5.9055 0.09 -0.18 -0.92
H 2.4548 -2.4869 5.0869 -0.26 0.13 -0.55
H 0.7127 -2.5914 4.6060 0.14 -0.23 0.01
H 2.8432 0.8057 4.8833 0.01 -0.43 -0.31
H 0.3935 -1.5381 2.2656 0.84 1.33 0.09
H 3.6842 2.6304 2.7949 -0.50 -0.20 -0.19
H 2.0480 3.2205 2.3733 -0.03 -0.24 0.15
H 2.9640 2.3362 1.1637 -0.20 -0.18 0.91
C 2.5621 2.3111 -4.8276 0.29 0.05 1.07
Si 3.5593 2.0208 -3.2403 -0.37 0.21 0.67
C 4.6767 0.5719 -3.5862 1.24 -0.20 0.22
C 4.5529 3.5996 -2.8515 -0.11 -0.44 0.91
C 2.5731 1.6300 -1.7747 -0.65 0.00 -0.23
C 1.6610 1.3196 -0.9959 1.62 0.13 -0.67
H 3.2320 2.6413 -5.5987 0.38 0.12 -0.62
H 1.8591 3.1100 -4.6238 -0.35 0.07 -0.08
H 2.0470 1.4082 -5.1296 -0.21 -0.11 -0.09
H 5.4882 0.8917 -4.2667 -0.25 -0.29 0.06
H 4.1293 -0.2434 -4.0321 -0.34 -0.19 -0.48
H 5.1575 0.0917 -2.7113 -0.22 0.61 -0.15
H 4.8977 4.1414 -3.7128 0.51 0.14 -0.48
H 5.3591 3.3941 -2.1232 0.03 -0.11 -0.62
H 3.9426 4.2945 -2.2808 -0.52 0.06 -0.08
C -4.5014 -1.3015 4.5826 1.22 0.16 0.03
O -3.3882 -1.1714 3.6497 -1.07 -0.46 -0.32
C -3.3608 -2.1718 2.7603 2.39 -1.25 -0.44
O -4.0256 -3.1885 2.8043 0.80 1.38 0.24
H -4.6612 -0.2858 4.9233 -0.24 0.06 0.05
H -4.1686 -1.9227 5.4215 -0.14 0.03 -0.11
H -5.3709 -1.7507 4.1222 -0.08 0.08 -0.18


[5]
21
Properties=species:S:1:pos:R:3:forces:R:3 method="wB97M-V/def2-TZVPD" total_energy_ha=-403.5081 gap_ev=10.00 smiles="CCCNCC=O.O"
C 1.4840 -1.9083 1.8326 -1.35 0.53 0.16
C 1.6295 -0.7618 0.8415 -0.10 0.77 0.70
C 1.1596 0.5777 1.4727 0.38 -0.94 0.34
N 0.6466 1.4965 0.4933 -0.47 0.27 -0.26
C -0.6814 1.2182 -0.0459 1.05 0.23 -0.71
C -0.5703 0.9062 -1.5445 -0.63 0.57 -0.01
O -1.4994 1.0568 -2.2971 0.13 -0.25 0.11
H 1.9314 -2.8043 1.4501 0.46 -0.48 0.19
H 0.4313 -2.1378 2.0528 0.00 -0.01 -0.40
H 1.8252 -1.5983 2.8226 0.68 -0.25 -0.15
H 1.0494 -0.8626 -0.0735 0.14 -0.55 -0.13
H 2.6883 -0.6963 0.6096 0.06 0.19 -0.49
H 1.9997 1.0222 2.0082 -0.05 0.18 -0.07
H 0.4294 0.2887 2.2455 -0.25 0.31 -0.03
H 0.7087 2.4662 0.7512 0.16 -0.02 0.27
H -1.3251 2.0911 0.0279 -0.14 0.07 0.03
H -1.1845 0.4089 0.4628 -0.15 -0.40 0.29
H 0.4369 0.6594 -1.9207 0.08 -0.19 0.13
O -1.9932 -1.9395 -1.0920 -0.16 0.07 -0.22
H -2.5435 -1.1858 -1.3336 -0.01 -0.03 -0.21
H -1.6631 -1.7020 -0.2287 0.18 -0.09 0.43


[6]
89
Properties=species:S:1:pos:R:3:forces:R:3 method="wB97M-V/def2-TZVPD" charge=+4 total_energy_ha=-2668.7045 spin_multiplicity=2 gap_ev="5.12 / 5.32"
Re 0.5611 -0.6817 -2.3325 1.47 -0.71 -0.10
O 2.7402 -1.4445 -1.7775 -1.34 0.44 -0.09
C 3.6965 -0.3683 -1.5230 0.41 0.44 -0.04
C 4.2744 0.1667 -2.8237 -0.30 -0.18 0.05
C 3.2010 0.4473 -3.8843 0.11 0.06 0.19
C 2.2476 1.5588 -3.5529 0.21 0.05 -0.24
C 2.5134 2.8549 -3.9568 -0.08 -0.03 0.09
C 1.5505 3.8437 -3.8061 -0.03 -0.11 0.02
C 0.3164 3.5017 -3.2573 0.08 0.06 0.05
C 0.1180 2.2119 -2.8361 -0.16 0.08 0.00
N 1.0738 1.2471 -2.9416 -0.34 -0.30 -0.30
H 3.1422 -2.0155 -2.4494 -0.20 -0.17 -0.05
H 4.4922 -0.7522 -0.8851 -0.12 -0.09 0.06
H 3.1456 0.3932 -0.9716 -0.05 -0.06 0.02
H 4.9829 -0.5549 -3.2382 0.03 0.02 0.02
H 4.8438 1.0709 -2.6026 0.03 -0.01 0.00
H 2.6226 -0.4649 -4.0938 0.04 0.00 -0.15
H 3.7045 0.7051 -4.8156 -0.07 -0.08 -0.06
H 3.4575 3.0739 -4.4382 0.00 0.00 0.00
H 1.7429 4.8516 -4.1519 -0.01 0.01 0.01
H -0.4797 4.2272 -3.1664 -0.01 -0.02 0.02
H -0.8342 1.9171 -2.4106 0.05 0.00 0.04
C 0.7278 -1.6775 2.6666 -0.21 0.13 -0.15
C 0.6804 -2.3536 1.3051 -0.11 0.01 0.08
C -0.7230 -2.3113 0.7359 0.58 -0.06 0.28
Sb -1.1677 -0.3264 -0.2668 -1.56 -0.11 0.37
C -3.2293 -1.0322 -0.2607 0.56 -0.01 -0.48
C -3.8574 -1.4950 -1.4048 -0.03 -0.01 0.00
C -5.2008 -1.8538 -1.3265 0.09 -0.02 -0.07
C -5.8763 -1.7550 -0.1203 -0.10 -0.01 0.01
C -5.2257 -1.2991 1.0199 0.08 0.00 -0.01
C -3.8867 -0.9352 0.9567 0.03 0.04 0.07
C -1.9512 1.7963 -0.0695 0.68 -0.59 -0.05
C -3.2294 2.0241 -0.5431 -0.15 -0.03 -0.14
C -3.7459 3.3148 -0.4521 0.06 -0.03 0.02
C -2.9852 4.3382 0.0970 -0.06 0.05 -0.05
C -1.6931 4.0888 0.5386 0.10 -0.02 0.07
C -1.1605 2.8052 0.4589 0.07 0.13 0.00
Sb -0.1307 0.3018 2.5115 0.72 -0.11 1.13
C -1.4027 0.6020 4.1989 0.40 0.09 -0.82
C -1.3891 -0.3326 5.2272 0.01 -0.07 0.06
C -2.1023 -0.0403 6.3819 0.00 -0.09 0.00
C -2.8210 1.1442 6.4827 0.00 0.00 -0.01
C -2.8345 2.0568 5.4335 -0.03 0.02 -0.10
C -2.1266 1.7882 4.2724 -0.04 0.07 0.03
C 1.5995 1.5568 2.6262 -0.74 -0.27 -0.02
C 2.3253 1.9080 1.4964 0.06 -0.01 0.03
C 3.4929 2.6402 1.6556 -0.01 0.01 -0.11
C 3.9185 3.0027 2.9283 -0.01 0.01 0.05
C 3.1793 2.6434 4.0463 -0.03 0.01 0.09
C 1.9971 1.9266 3.9040 0.02 0.00 -0.03
H 1.7364 -1.5689 3.0624 -0.02 0.08 0.03
H 0.1175 -2.2390 3.3744 0.04 0.04 0.06
H 0.9770 -3.4023 1.4295 -0.01 0.01 -0.02
H 1.3975 -1.9012 0.6088 0.05 -0.06 0.05
H -1.4889 -2.4627 1.4968 -0.11 0.13 -0.08
H -0.8933 -2.9983 -0.0902 -0.12 0.15 -0.12
H -3.3325 -1.5754 -2.3497 -0.04 0.02 -0.02
H -5.7098 -2.2021 -2.2153 -0.03 -0.02 0.03
H -6.9201 -2.0346 -0.0654 0.00 0.01 0.00
H -5.7562 -1.2174 1.9590 -0.02 -0.03 0.00
H -3.3904 -0.5695 1.8516 -0.03 0.03 0.00
H -3.8368 1.2417 -0.9771 0.00 -0.01 0.06
H -4.7482 3.5048 -0.8129 0.00 0.03 0.01
H -3.3992 5.3354 0.1696 0.01 0.00 0.01
H -1.0875 4.8868 0.9491 -0.03 0.02 0.01
H -0.1405 2.6437 0.7914 -0.06 -0.01 -0.03
H -0.8292 -1.2567 5.1644 -0.01 0.01 0.01
H -2.0952 -0.7473 7.2007 -0.01 0.02 0.02
H -3.3813 1.3553 7.3837 0.02 0.00 0.01
H -3.3984 2.9765 5.5130 -0.01 -0.01 0.04
H -2.1404 2.4898 3.4465 0.01 0.04 0.04
H 1.9755 1.6211 0.5078 0.03 0.07 -0.03
H 4.0680 2.9464 0.7907 0.01 -0.02 0.01
H 4.8254 3.5796 3.0501 0.01 -0.01 -0.01
H 3.5071 2.9274 5.0375 0.03 0.03 -0.02
H 1.4088 1.6625 4.7752 0.03 0.04 0.03
S -0.3308 -2.7400 -2.9373 -0.31 1.16 0.44
C 0.7921 -4.0538 -3.1959 0.54 -0.34 -0.33
N 0.5443 -4.9858 -4.0791 -0.10 0.05 -0.06
C 1.5681 -6.0433 -4.0854 0.13 -0.23 0.05
C 2.5415 -5.5654 -2.9856 0.09 -0.16 -0.04
N 1.9303 -4.2873 -2.5481 0.06 0.11 0.00
H -0.2516 -4.9947 -4.7038 -0.01 0.14 0.04
H 2.0397 -6.1065 -5.0641 -0.03 0.06 0.00
H 1.1146 -7.0060 -3.8563 -0.03 0.03 -0.02
H 3.5451 -5.3953 -3.3694 -0.03 0.04 0.01
H 2.6035 -6.2646 -2.1541 -0.05 0.05 0.03
H 2.1429 -3.8682 -1.6571 -0.11 0.03 0.04


What did the third record say?
18
Properties=species:S:1:pos:R:3:forces:R:3 method="wB97M-V/def2-TZVPD" total_energy_ha=-471.3054 gap_ev="7.07 / 9.77"
C 1.8324 0.6110 -1.3262 -0.27 -0.76 1.46
C 2.1439 0.3284 1.3403 -2.71 -2.01 0.72
C -2.3511 -0.9559 -0.3394 0.29 0.63 -2.79
C 1.8120 -0.1790 -0.0422 -0.17 -2.15 0.26
C -1.4867 0.0873 0.2415 0.06 1.26 1.16
O -3.6785 -0.4711 -0.6374 -0.59 0.19 2.87
F -1.7951 0.5160 1.5136 0.16 -0.76 -0.96
F -1.3354 1.1828 -0.4931 0.11 -0.10 -0.21
H 0.7373 0.6035 -1.5686 0.97 1.16 -0.39
H 2.3119 0.0105 -2.1142 0.12 0.45 0.11
H 2.3797 1.5624 -1.0857 -1.01 -0.57 -0.94
H 2.8337 1.0769 1.5345 1.23 1.96 -0.66
H 1.1385 0.6466 1.7636 1.07 0.02 -0.03
H 2.5044 -0.4302 2.0730 -0.47 -0.18 -0.80
H -2.3590 -1.7895 0.2898 -0.12 -1.37 1.09
H -1.8460 -1.2888 -1.3349 -1.08 0.68 1.60
H 1.2850 -1.2248 -0.1001 1.15 2.07 0.25
H -4.1271 -0.2860 0.2853 1.26 -0.51 -2.76